(1)
Computed, not measured: the molecule C3H5NS3, with wB97M-V/def2-TZVPD.

The geometry in XYZ format:
```
12
Properties=species:S:1:pos:R:3
C -0.26 -1.48 0.29
N -0.57 -0.14 -0.23
S -2.20 -0.01 -0.79
C 0.16 0.96 -0.08
S -0.38 2.56 -0.24
C 1.61 0.79 0.20
S 2.69 0.15 -0.86
H -1.20 -2.03 0.19
H 0.12 -1.43 1.31
H 0.49 -1.98 -0.33
H -2.39 1.36 -0.58
H 1.92 1.24 1.12
```

Output
E_HOMO, eV: -8.7
SMILES string: CN(S)C(=S)C=S
E_LUMO, hartree: -0.043

Results of the natural (NBO) charge analysis, in e, for atoms 1 through 4: number 1, C, carries -0.4182; number 2, N, carries -0.4988; number 3, S, carries 0.1495; number 4, C, carries 0.0618

---

(2)
Computed, not measured: the molecule C3H5NS3, with wB97M-V/def2-TZVPD.

The geometry in XYZ format:
```
12
Properties=species:S:1:pos:R:3
S -0.03 2.17 -1.99
C 0.43 1.07 -0.94
C -0.42 0.83 0.16
N -0.65 -0.62 0.38
S -1.69 -1.57 -0.62
C 0.41 -1.11 1.21
S 1.74 -0.32 1.79
H 1.36 0.64 -0.91
H -1.32 1.60 0.27
H 0.12 1.17 1.13
H -0.63 -1.66 -1.52
H 0.69 -2.19 1.04
```

Output
E_HOMO, eV: -8.7
SMILES string: S=CCN(S)C=S
E_LUMO, hartree: -0.022

Results of the natural (NBO) charge analysis, in e, for atoms 1 through 4: number 1, S, carries 0.0962; number 2, C, carries -0.2927; number 3, C, carries -0.3570; number 4, N, carries -0.5763

---

On energetic grounds, (1) is preferred over the next structure by 0.0489 hartree.

---

(1)
Computed, not measured: the ion C2H4NO3P with charge -2, with wB97M-V/def2-TZVPD.

The geometry in XYZ format:
```
11
Properties=species:S:1:pos:R:3
O -2.36 0.81 -0.02
P -1.41 -0.08 -0.77
O -0.22 0.75 -1.93
O -1.98 -1.40 -1.29
N -0.19 -0.58 0.51
C 0.66 0.37 1.08
C 1.14 -0.44 0.01
H 0.80 0.16 2.11
H 0.53 1.49 0.92
H 1.01 0.01 -1.00
H 2.00 -1.11 0.38
```

Output
E_HOMO, eV: 0.7
SMILES string: O=P([O-])([O-])N1CC1
E_LUMO, hartree: 0.269
Total charge: -2

Results of the natural (NBO) charge analysis, in e, for atoms 1 through 4: number 1, O, carries -1.2289; number 2, P, carries 2.3621; number 3, O, carries -1.2701; number 4, O, carries -1.2249

---

(2)
Computed, not measured: a cluster of 2 separate species, C2H4NO3P in total, with wB97M-V/def2-TZVPD.

The geometry in XYZ format:
```
11
Properties=species:S:1:pos:R:3
C -0.90 -0.20 -0.44
C -0.28 0.17 -1.81
N -2.17 -0.33 -0.43
O 2.36 1.01 1.37
O 0.55 0.66 3.07
O 1.90 -1.36 2.19
P 1.42 0.04 1.95
H -0.75 -0.33 -2.78
H -0.43 1.28 -1.92
H 0.76 -0.20 -1.80
H -2.46 -0.73 0.58
```

Output
E_HOMO, eV: 1.3
E_LUMO, hartree: 0.265
Total charge: -2

Results of the natural (NBO) charge analysis, in e, for atoms 1 through 4: number 1, C, carries -0.0757; number 2, C, carries -0.7647; number 3, N, carries -0.8671; number 4, O, carries -1.1680

---

On energetic grounds, (2) is preferred over the next structure by 0.0160 hartree.

---

(1)
Computed, not measured: the molecule C3H5NO4, with wB97M-V/def2-TZVPD.

The geometry in XYZ format:
```
13
Properties=species:S:1:pos:R:3
C -1.41 -0.26 1.61
O -0.64 0.56 0.73
C 0.77 0.37 0.84
O 1.33 -0.28 1.70
N 1.29 0.83 -0.31
C 0.76 0.21 -1.32
O 0.44 -1.08 -1.40
O 0.82 0.74 -2.55
H -2.45 0.09 1.59
H -1.06 -0.18 2.64
H -1.36 -1.31 1.27
H 0.27 -1.30 -2.33
H 1.24 1.62 -2.47
```

Output
E_HOMO, eV: -10.1
SMILES string: COC(=O)N=C(O)O
E_LUMO, hartree: 0.011

Results of the natural (NBO) charge analysis, in e, for atoms 1 through 4: number 1, C, carries -0.2604; number 2, O, carries -0.5492; number 3, C, carries 0.8744; number 4, O, carries -0.5790

---

(2)
Computed, not measured: a cluster of 2 separate species, C3H5NO4 in total, with wB97M-V/def2-TZVPD.

The geometry in XYZ format:
```
13
Properties=species:S:1:pos:R:3
C -1.20 0.83 0.78
C -0.12 1.30 0.16
O 0.14 2.63 0.07
C 0.93 0.46 -0.45
O 1.91 0.99 -0.97
N 0.64 -0.85 -0.84
O 1.46 -1.77 -0.94
H -1.41 -0.22 0.82
H -1.85 1.49 1.34
H 0.99 2.72 -0.41
O -0.51 -2.26 0.43
H 0.32 -2.78 0.05
H -1.29 -2.55 -0.06
```

Output
E_HOMO (spin up / spin down), eV: -9.5 / -9.5
SMILES string: C=C(O)C(=O)N=O.O
E_LUMO (spin up / spin down), hartree: -0.066 / -0.060

Results of the natural (NBO) charge analysis, in e, for atoms 1 through 4: number 1, C, carries -0.3991; number 2, C, carries 0.1926; number 3, O, carries -0.6591; number 4, C, carries 0.5137

---

On energetic grounds, (1) is preferred over the next structure by 0.1538 hartree.